Here is a molecular structure, C25H26AsFeN4O8S from the Open Molecules 2025 dataset. Energies are from ωB97M-V/def2-TZVPD.

Each line ends with the Löwdin charge.
Positions of all 66 atoms, in Å:
Fe: -0.22430 0.20500 0.61861  0.6894
H: 3.28105 4.83746 2.81484  0.1075
O: 1.40693 0.03178 1.97471  -0.1759
H: 3.39531 0.64351 3.67733  0.1177
N: 1.34986 -0.22035 -0.66378  0.0135
N: -0.02418 2.95450 -0.11746  0.1415
H: 1.22026 0.65971 -2.57499  0.1172
C: 1.37598 2.35044 1.55589  -0.1502
N: 0.32564 2.02066 0.65655  -0.0196
H: -2.46821 -4.81356 5.40831  0.1072
C: -1.01922 -3.44175 2.10968  -0.2678
C: -3.11557 2.77264 -2.88396  0.0040
C: -0.68260 -4.71918 2.54049  -0.0576
H: 1.41715 4.45453 1.21707  0.1066
H: 1.07505 -0.31920 3.99498  0.1184
H: 0.03222 7.02343 -2.67472  0.1041
C: -2.48402 5.02201 -3.69151  -0.0344
C: 1.86759 3.63413 1.75535  -0.0003
H: 0.65519 -2.30001 -2.13488  0.1005
H: 0.90322 -1.62551 -3.72629  0.1131
H: -1.46561 -1.70222 -2.34170  0.0743
H: -3.05665 -2.52796 4.63714  0.0978
C: -1.20260 -5.21408 3.72440  -0.0642
C: -2.39353 -3.15620 4.05519  -0.0815
O: 1.18476 -2.86673 0.83994  -0.3119
H: 4.25933 2.92272 4.03852  0.1094
H: -3.56115 0.83170 -2.13292  0.1263
C: -1.67060 6.12460 -3.63773  -0.0823
C: 1.92603 1.27937 2.25035  -0.2124
H: 0.43893 5.12629 -1.17394  0.0974
N: -0.86737 -0.99026 -2.73752  0.0318
C: 0.53227 -1.38842 -2.72483  -0.2570
H: 2.08483 0.40742 -0.34788  0.1049
H: -3.93563 2.76975 -3.59337  0.1212
O: -1.71887 0.62427 -0.42983  -0.1045
As: -2.52312 -0.84289 2.50457  0.9485
H: -0.01558 -5.32152 1.93713  0.1200
C: -1.88706 -2.64399 2.86221  -0.2209
O: -0.79592 -1.61839 0.26432  -0.4014
C: -2.05835 -4.43229 4.48222  -0.0648
C: -0.38185 5.09569 -1.87493  -0.0257
H: -1.84122 6.96460 -4.29785  0.1028
C: -2.92157 1.70259 -2.08649  0.0144
H: 2.35737 -1.32673 3.22500  0.1073
H: 1.58549 -1.13639 -0.26432  0.0758
C: -0.61280 6.15507 -2.71890  -0.0743
H: 2.47294 -0.57709 -2.39624  0.1172
H: 0.65053 -1.63779 2.88477  0.0592
O: -1.18132 0.19469 2.17248  -0.4300
H: -1.18700 -0.76971 -3.66952  0.0744
H: -3.07291 -0.46563 0.33994  0.0102
C: 2.90320 3.83774 2.64924  -0.0719
C: 2.96667 1.47911 3.14304  0.0000
C: 1.37650 -0.87235 3.10826  -0.0035
C: -1.20812 3.95846 -1.91201  -0.0977
O: -0.63978 -3.92193 -0.41136  -0.2690
C: -2.26715 3.92811 -2.83506  -0.1692
O: -3.44876 -1.03547 1.03375  -0.2254
H: -0.93821 -6.21134 4.05146  0.1080
C: -0.99767 2.81103 -1.04143  -0.1190
H: -3.30757 4.97822 -4.39458  0.1133
C: 3.44994 2.76290 3.33878  -0.0654
S: -0.24585 -2.96420 0.58300  0.4999
C: 1.44091 -0.31726 -2.14199  -0.1893
C: -1.83753 1.67554 -1.15014  -0.2733
O: -3.39100 -0.30652 3.76179  -0.4345

Atomic forces in eV per Å
0.244 0.040 0.220
-0.005 -0.008 -0.003
-0.180 -0.065 -0.032
0.002 0.023 0.005
-0.027 0.043 -0.032
-0.187 -0.005 -0.252
-0.079 -0.006 0.029
-0.032 -0.173 -0.006
0.012 0.124 0.061
-0.003 0.004 0.002
-0.074 0.033 0.071
-0.014 -0.015 0.005
-0.013 0.001 0.013
-0.002 0.011 0.000
0.006 0.017 0.004
-0.001 -0.006 0.004
-0.022 -0.035 0.006
-0.032 -0.018 0.006
-0.029 -0.028 -0.033
0.013 0.033 -0.016
0.015 0.028 0.062
-0.003 0.002 0.002
0.032 -0.053 -0.013
-0.005 -0.012 0.013
-0.007 0.021 -0.017
-0.006 -0.002 -0.004
0.027 -0.011 0.030
0.031 0.024 0.010
0.127 0.143 0.039
0.018 0.005 0.007
0.032 0.077 -0.127
-0.043 -0.038 0.105
0.028 -0.023 -0.047
0.013 0.015 -0.002
0.365 -0.080 0.003
0.031 0.045 -0.160
-0.002 0.004 0.000
0.178 -0.029 0.000
-0.279 -0.045 0.051
-0.032 0.041 0.021
-0.040 -0.054 0.006
0.001 -0.006 0.005
-0.041 0.094 -0.058
0.012 -0.003 -0.003
0.019 0.003 -0.030
-0.019 0.021 -0.029
0.032 0.075 -0.011
0.013 -0.022 -0.015
-0.280 -0.008 -0.040
-0.019 -0.089 -0.014
0.067 -0.163 0.020
0.001 -0.017 0.006
-0.016 -0.043 -0.010
-0.052 0.023 0.003
-0.001 0.002 -0.011
-0.004 -0.013 0.000
0.008 0.031 -0.013
-0.085 0.281 0.088
-0.001 0.004 -0.004
0.169 0.181 0.051
0.007 0.001 0.005
0.028 0.037 0.017
0.134 -0.160 -0.072
0.023 -0.062 -0.029
-0.061 -0.076 0.128
0.010 -0.120 -0.013

Properties
Frontier orbital gap (spin up / spin down) in Eh: 0.256 / 0.258
Energy relative to the best compared isomer or geometry (same formula, charge and spin) in kcal/mol: 0.0
Calculated total energy in eV: -154748.8785
Multiplicity: 2
Highest occupied orbital energy (spin up / spin down) in eV: -8.27 / -8.35
Net charge: 0
LUMO (spin up / spin down) in eV: -1.3 / -1.3

---

Here is a molecular structure, C25H26AuN5O3 from the Open Molecules 2025 dataset. Energies are from ωB97M-V/def2-TZVPD.

Each line ends with the Löwdin charge.
Positions of all 60 atoms, in Å:
C: 0.63332 -4.04423 1.29457  0.0328
C: -1.49811 -2.73144 1.62259  -0.0024
H: -1.35483 2.51765 2.57030  0.1242
C: 2.02088 -3.64801 -0.61928  0.0439
H: -0.40728 4.54254 1.47089  0.0882
N: 0.21549 -1.04515 -2.45193  -0.0096
C: 0.20149 0.63814 1.34442  -0.4114
C: 1.14386 -2.66570 -1.00162  -0.1675
C: -0.27962 2.70847 2.58235  -0.1431
C: -1.43153 1.59815 -4.35962  0.0363
C: -2.67836 1.57139 -1.87852  -0.2541
C: 0.57514 -0.80237 4.06940  -0.0577
C: 0.42213 1.31806 2.65380  -0.3053
H: -1.36718 -1.90125 2.31374  0.0682
N: 2.75915 1.41610 1.77545  0.2272
H: -3.34663 2.57167 -0.12810  0.1101
H: -4.02959 3.00226 -2.71039  0.1417
C: 1.91690 1.55679 2.87155  -0.3954
H: -1.21101 0.36790 3.65500  0.1211
C: 1.00193 -0.33317 -4.53827  0.0554
N: -1.60588 0.80393 -2.11376  0.0127
C: -0.23226 -3.02607 0.88646  -0.2619
C: 2.00318 -1.29443 -4.44242  0.0381
C: -0.99278 0.78621 -3.34774  -0.1561
C: 0.10449 -0.20860 -3.49603  -0.1472
H: 1.60347 -0.63896 4.39003  0.0878
H: -0.94540 1.58586 -5.32432  0.1313
O: -1.00508 0.16615 1.07209  -0.1772
H: 0.94587 0.32170 -5.39548  0.1337
C: 2.11312 -2.10004 -3.31541  0.0601
H: -0.05118 3.20054 3.52854  0.1362
C: 1.76952 -4.32977 0.57150  0.0244
C: -3.15909 2.39102 -2.90463  0.0305
C: -0.14551 0.52107 3.83755  -0.1586
C: 0.12306 3.59309 1.41185  -0.0624
N: 1.07166 0.51572 0.39326  0.1304
H: -0.12280 3.14182 0.44615  0.0673
O: 3.17806 0.79443 -0.37396  0.1008
C: 1.19967 -1.94183 -2.28986  -0.1508
N: 0.07514 -2.33307 -0.21655  0.0245
H: 1.18987 3.82039 1.41608  0.0879
H: 2.44541 -5.10685 0.90216  0.1375
Au: -0.71785 -0.52548 -0.82718  1.4447
H: -2.90431 3.06339 -4.91521  0.1377
H: 3.72999 1.66751 1.91749  0.1809
H: -1.80072 -3.60848 2.19014  0.1052
H: 2.91019 -2.82384 -3.23029  0.1344
H: 0.60162 -1.41450 3.16232  0.0548
C: 2.40414 0.91878 0.54134  -0.5113
H: 2.72234 -1.39707 -5.24343  0.1399
H: 0.38871 -4.60308 2.18711  0.1393
H: -4.38585 1.25555 -0.65773  0.1112
O: 2.34889 1.88672 3.94125  0.1550
H: -0.05739 1.14886 4.72330  0.1339
H: 2.87343 -3.89814 -1.23339  0.1318
H: -2.29854 -2.47649 0.92805  0.0902
C: -2.53450 2.42052 -4.12804  0.0208
C: -3.34532 1.56340 -0.54439  0.0023
H: -2.86300 0.90552 0.17050  0.0461
H: 0.07948 -1.38333 4.84632  0.0917

Atomic forces in eV per Å
-0.020 -0.017 0.013
-0.003 -0.018 -0.019
-0.008 0.013 -0.001
-0.079 0.021 -0.049
0.009 0.006 0.002
-0.230 0.103 -0.521
-0.043 -0.087 -0.317
-0.053 -0.058 -0.075
0.004 -0.088 0.077
0.056 -0.063 0.027
0.197 0.057 -0.047
-0.032 -0.003 0.028
0.025 0.132 -0.017
-0.022 0.006 0.013
-0.084 0.035 0.066
-0.019 0.016 -0.026
0.003 0.006 0.009
0.057 0.057 0.028
0.000 -0.017 0.011
0.034 0.028 -0.032
0.154 0.274 -0.068
0.050 -0.018 -0.012
-0.075 0.030 0.082
0.001 -0.252 0.099
-0.209 0.210 0.079
0.002 0.004 0.002
-0.007 -0.016 -0.002
-0.062 0.253 0.034
0.009 -0.014 -0.008
0.069 -0.016 0.037
0.005 0.023 -0.015
0.004 -0.019 0.000
0.000 0.019 -0.048
0.034 -0.110 -0.056
-0.020 0.034 -0.003
0.041 0.130 0.479
0.009 -0.019 -0.001
0.073 0.022 0.071
0.050 -0.089 -0.016
0.278 0.194 0.137
0.004 -0.008 0.001
0.006 0.006 0.006
-0.102 -0.804 0.218
0.003 0.006 -0.002
0.008 -0.047 -0.018
0.006 -0.002 0.004
0.013 0.012 -0.021
0.030 -0.010 -0.023
-0.061 -0.063 -0.139
-0.005 -0.012 -0.012
0.000 -0.001 -0.001
-0.007 0.030 -0.036
-0.021 0.099 0.024
0.013 0.003 -0.006
0.001 -0.008 -0.002
0.008 0.020 -0.002
-0.053 0.036 0.017
-0.036 -0.035 0.044
0.001 0.004 -0.011
-0.006 0.005 -0.002

Properties
Frontier orbital gap in Eh: 0.260
Calculated total energy in eV: -43618.9683
Highest occupied orbital energy in eV: -15.01
Net charge: +2
LUMO in eV: -7.9

---

Which of these has the highest net charge?
C25H26AuN5O3

---

Among the records above, which one has the lowest net charge?
C25H26AsFeN4O8S